ORCA calculation (ωB97M-V/def2-TZVPD) on a single C27H39N3O4 molecule.

The geometry in XYZ format:
```
73
Properties=species:S:1:pos:R:3:lowdin_charge:R:1
C -0.2377 -2.3662 8.2054 -0.079
C -1.5928 -2.7684 7.6226 -0.246
N -2.5037 -1.6341 7.6287 -0.207
C -3.7818 -1.8273 8.2694 -0.246
C -4.7613 -2.8025 7.6007 -0.082
C -2.4715 -0.8158 6.4512 -0.146
C -3.0721 -1.4283 5.1554 -0.140
O -2.2901 -1.0760 4.0212 -0.010
C -1.2924 -1.9134 3.6897 -0.441
O -1.0905 -2.9627 4.2578 0.100
C -0.4864 -1.4137 2.5581 -0.132
C 0.5756 -2.1922 2.1006 0.003
C 1.3662 -1.7677 1.0538 0.009
C 1.1020 -0.5425 0.4425 -0.198
N 1.8583 -0.0313 -0.6065 0.152
C 2.8936 -0.6024 -1.2593 -0.425
O 3.3645 -1.6985 -1.0449 0.079
C 3.5050 0.3105 -2.3455 -0.240
C 4.1656 1.5312 -1.7011 -0.026
N 2.5553 0.6942 -3.3857 0.135
C 1.5401 1.5717 -3.2752 -0.406
O 1.2092 2.0761 -2.2110 0.048
C 0.8180 1.8916 -4.5830 -0.347
C 0.2048 0.6192 -5.1847 -0.078
C -0.5322 0.9711 -6.4779 -0.288
C -1.6501 1.9681 -6.1798 -0.118
C -1.0457 3.2375 -5.5826 -0.288
C -0.0697 3.8586 -6.5802 -0.118
C 1.0473 2.8607 -6.8789 -0.289
C 0.4499 1.5863 -7.4743 -0.117
C 1.7934 2.5202 -5.5883 -0.080
C -0.3065 2.8918 -4.2932 -0.088
C 0.0353 0.2386 0.8967 -0.003
C -0.7507 -0.1903 1.9426 -0.008
H -0.3640 -1.9701 9.2098 0.070
H 0.2316 -1.6024 7.5912 0.064
H 0.4221 -3.2289 8.2436 0.068
H -2.0169 -3.5666 8.2351 0.113
H -1.4396 -3.1638 6.6115 0.097
H -4.2580 -0.8456 8.3528 0.113
H -3.5767 -2.1818 9.2848 0.113
H -5.6102 -2.9711 8.2591 0.069
H -5.1317 -2.4067 6.6594 0.056
H -4.2795 -3.7587 7.4108 0.069
H -2.9784 0.1272 6.6732 0.122
H -1.4227 -0.5867 6.2391 0.124
H -4.0724 -1.0424 4.9524 0.123
H -3.1008 -2.5191 5.2378 0.115
H 0.7682 -3.1367 2.5863 0.121
H 2.1862 -2.3721 0.7036 0.101
H 1.5542 0.8840 -0.9576 0.097
H 4.2755 -0.2933 -2.8350 0.151
H 4.8636 1.2036 -0.9353 0.090
H 3.4224 2.1809 -1.2483 0.073
H 4.7096 2.0984 -2.4535 0.084
H 2.7275 0.3008 -4.2960 0.133
H 0.9768 -0.1234 -5.4026 0.119
H -0.4901 0.1751 -4.4681 0.137
H -0.9600 0.0568 -6.9040 0.142
H -2.3629 1.5290 -5.4786 0.122
H -2.1883 2.2072 -7.0994 0.121
H -1.8443 3.9527 -5.3587 0.142
H 0.3524 4.7768 -6.1661 0.121
H -0.5927 4.1167 -7.5034 0.121
H 1.7522 3.3019 -7.5927 0.142
H -0.0676 1.8212 -8.4065 0.121
H 1.2447 0.8727 -7.7059 0.120
H 2.6139 1.8348 -5.8165 0.119
H 2.2259 3.4266 -5.1577 0.135
H 0.1175 3.7926 -3.8457 0.131
H -0.9959 2.4595 -3.5657 0.131
H -0.1641 1.1856 0.4156 0.115
H -1.5720 0.4147 2.2929 0.117
```

- 2S+1 = 1
- HOMO-LUMO gap (eV) = 8.291
- energy relative to the best compared isomer or geometry (same formula, charge and spin) (kJ/mol) = 24.6
- HOMO (eV) = -7.8645
- calculated total energy (eV) = -41295.021